Run A
18
Properties=species:S:1:pos:R:3 method="wB97M-V/def2-TZVPD" homo_ev=-7.38 gap_ev=8.0 smiles="C/C=C(/C)NC(N)=O" multiplicity=1
C -0.818 -0.839 -1.643
C 0.226 -0.677 -0.557
C 0.599 0.618 -0.107
C 1.855 1.371 -0.386
N -0.271 1.011 0.806
C -1.195 -0.154 1.093
N -0.708 -0.923 2.173
O -2.392 -0.002 0.911
H -0.402 -0.673 -2.643
H -1.659 -0.164 -1.486
H -1.199 -1.862 -1.620
H 1.059 -1.370 -0.683
H 1.846 2.387 0.009
H 2.034 1.411 -1.461
H 2.695 0.833 0.060
H -0.468 1.976 1.062
H 0.197 -1.342 2.015
H -1.398 -1.603 2.458

***

Run B
18
Properties=species:S:1:pos:R:3 method="wB97M-V/def2-TZVPD" homo_ev=-8.28 gap_ev=9.2 smiles="CC(=C=N)[C@H](C)ON" multiplicity=1
C -1.424 1.556 0.481
C -0.749 0.278 0.065
C -1.407 -0.846 -0.043
N -2.043 -1.856 -0.279
C 0.732 0.314 -0.186
C 1.077 0.542 -1.652
O 1.303 -1.014 0.120
N 1.430 -1.277 1.511
H -1.232 2.340 -0.251
H -2.499 1.416 0.561
H -1.041 1.888 1.447
H -2.159 -2.570 0.432
H 1.182 1.090 0.449
H 2.157 0.521 -1.780
H 0.636 -0.246 -2.257
H 0.691 1.502 -1.986
H 0.932 -2.147 1.696
H 2.414 -1.492 1.672

***

Run C
18
Properties=species:S:1:pos:R:3 method="wB97M-V/def2-TZVPD" homo_ev=-8.77 gap_ev=9.5 smiles="O=c1cn1.CC(C)N" multiplicity=1
O 2.712 1.236 -1.653
C 2.655 0.853 -0.532
C 1.864 0.656 0.666
N 3.116 0.173 0.545
H 1.220 0.761 1.514
C -1.332 -0.855 1.155
C -0.949 -0.539 -0.287
C -1.334 0.885 -0.674
N 0.502 -0.704 -0.440
H -0.869 -0.149 1.837
H -1.008 -1.859 1.428
H -2.409 -0.793 1.281
H -1.479 -1.241 -0.952
H -1.064 1.086 -1.709
H -2.406 1.029 -0.559
H -0.814 1.602 -0.042
H 0.803 -1.641 -0.191
H 0.793 -0.501 -1.386

***

Run D
18
Properties=species:S:1:pos:R:3 method="wB97M-V/def2-TZVPD" homo_ev=-9.10 gap_ev=9.8 smiles="C/C=C/C.NN=C=O" multiplicity=1
C -1.511 -1.445 0.714
C -0.329 -0.624 1.100
C 0.519 -0.284 0.178
C 1.763 0.500 0.369
H -2.463 -1.098 0.988
H -1.302 -2.337 1.232
H -1.641 -1.691 -0.346
H -0.272 -0.074 2.008
H 0.387 -0.736 -0.815
H 2.594 0.016 -0.351
H 2.150 0.553 1.360
H 1.549 1.526 -0.099
N -0.430 0.195 -2.476
N -0.405 1.196 -1.544
C -0.963 1.489 -0.519
O -1.149 2.254 0.346
H 0.193 -0.533 -2.267
H 0.067 0.692 -3.242

***

Which structure wins on stability? run A wins.

***

Run A
18
Properties=species:S:1:pos:R:3 method="wB97M-V/def2-TZVPD" homo_ev=-8.77 gap_ev=9.3 smiles="CC[C@H](N)C=O.C#N" multiplicity=1
C 1.454 -0.072 -1.298
C 1.154 0.197 0.161
C -0.250 -0.543 1.193
N -0.977 -1.578 0.611
C -1.055 0.666 1.506
O -0.628 1.675 2.029
H 1.076 -1.043 -1.621
H 2.539 -0.069 -1.459
H 1.112 0.762 -1.914
H 1.868 -0.367 0.759
H 1.387 1.223 0.444
H 0.263 -0.877 2.103
H -1.450 -1.275 -0.266
H -0.412 -2.398 0.435
H -2.145 0.534 1.390
C -1.264 1.052 -1.212
N -1.767 0.059 -1.541
H -0.906 2.054 -1.319

***

Run B
18
Properties=species:S:1:pos:R:3 method="wB97M-V/def2-TZVPD" homo_ev="-9.35 / -9.34" gap_ev="8.8 / 8.7" multiplicity=1
C 0.980 -0.890 -0.705
C -0.190 -0.226 0.132
C -0.417 -1.216 1.264
C -1.421 -0.280 -0.752
C 0.520 2.002 -0.111
N 2.107 -0.590 -0.313
N 0.288 0.927 0.720
O 2.214 0.236 0.631
H 0.932 -1.769 -1.406
H -0.706 -0.658 2.114
H 0.422 -1.964 1.462
H -1.205 -1.791 0.985
H -2.114 0.200 -0.140
H -1.754 -1.261 -1.057
H -1.275 0.319 -1.664
H 1.411 2.725 0.107
H 0.667 1.688 -1.192
H -0.459 2.547 -0.077

***

Which structure wins on stability? run A wins.

***

Run A
18
Properties=species:S:1:pos:R:3 method="wB97M-V/def2-TZVPD" homo_ev=-9.28 gap_ev=10.3 smiles="[H]/N=C(/N)[C@@H](C)OC=C" multiplicity=1
H -2.057 -0.783 1.881
N -1.861 0.213 1.839
C -1.047 0.524 0.912
N -0.729 1.830 0.691
C -0.460 -0.441 -0.121
C -1.375 -0.475 -1.342
O 0.853 -0.074 -0.597
C 2.013 -0.274 0.361
C 2.954 -0.719 -0.430
H 0.072 2.041 0.121
H -1.028 2.503 1.377
H -0.407 -1.435 0.341
H -2.391 -0.752 -1.061
H -1.009 -1.202 -2.065
H -1.403 0.511 -1.803
H 1.851 -0.017 1.397
H 3.968 -0.891 -0.107
H 2.057 -0.557 -1.394

***

Run B
18
Properties=species:S:1:pos:R:3 method="wB97M-V/def2-TZVPD" homo_ev=-9.15 gap_ev=10.0 smiles="C=C(C)NC(=O)CN" multiplicity=1
C -2.162 -1.004 -0.821
C -1.364 -0.219 -0.075
C -2.008 0.888 0.712
N -0.019 -0.165 0.202
C 0.845 0.777 -0.257
O 0.589 1.964 -0.494
C 2.239 0.284 -0.470
N 2.493 -0.912 0.423
H -1.854 -2.027 -1.068
H -3.306 -0.774 -1.024
H -2.987 0.610 1.007
H -1.470 1.078 1.569
H -1.958 1.776 0.139
H 0.402 -1.009 0.383
H 3.065 1.041 -0.627
H 2.091 -0.273 -1.426
H 3.430 -1.149 0.547
H 1.975 -0.885 1.280

***

Run C
18
Properties=species:S:1:pos:R:3 method="wB97M-V/def2-TZVPD" homo_ev=-7.55 gap_ev=8.4 multiplicity=1
C 2.014 -1.229 -0.090
N 0.643 -0.802 -0.088
C 0.333 0.448 0.024
C 1.355 1.557 0.021
C -1.037 0.800 0.165
C -2.025 -0.142 -0.014
N -1.845 -1.448 0.214
O -3.322 0.202 -0.219
H 2.030 -2.316 -0.174
H 2.580 -0.804 -0.928
H 2.537 -0.952 0.834
H 0.882 2.533 0.072
H 2.029 1.443 0.870
H 1.957 1.505 -0.887
H -1.305 1.845 0.206
H -0.851 -1.699 0.285
H -2.583 -2.101 0.021
H -3.393 1.159 -0.313

***

Which structure wins on stability? run C wins.

***

Run A
18
Properties=species:S:1:pos:R:3 method="wB97M-V/def2-TZVPD" homo_ev=-7.58 gap_ev=8.3 multiplicity=1
C 1.271 -0.686 0.572
C 0.397 -1.918 0.471
N 1.096 0.083 -0.682
H 1.664 0.922 -0.750
H 1.213 -0.535 -1.479
H 2.347 -0.882 0.758
H 0.897 -0.050 1.382
H 0.854 -2.661 -0.187
H -0.736 -1.378 -0.038
H 0.246 -2.380 1.445
C -1.762 -0.310 -0.723
C -0.453 2.529 0.486
N -1.024 0.789 -0.951
N -1.176 1.905 -0.350
H -2.025 -0.845 -1.625
H 0.448 2.121 0.933
H -2.538 -0.258 0.038
H -0.718 3.554 0.700

***

Run B
18
Properties=species:S:1:pos:R:3 method="wB97M-V/def2-TZVPD" homo_ev=-8.19 gap_ev=8.1 multiplicity=1
H -0.837 1.495 0.992
N -0.623 1.817 0.038
C -0.296 0.850 -0.705
C 0.937 -0.404 -0.026
C 2.244 0.353 -0.058
N 0.516 -0.872 1.193
H -0.068 1.081 -1.751
H 0.858 -1.167 -0.799
H 3.065 -0.330 0.164
H 2.415 0.793 -1.039
H 2.245 1.155 0.680
H -0.510 -1.189 1.161
H 0.663 -0.210 1.949
C -1.885 -0.614 -0.723
N -2.057 -1.079 0.491
H -2.565 0.113 -1.175
H -1.411 -1.291 -1.430
H -2.691 -0.499 1.040

***

Which structure wins on stability? run B wins.

***

Run A
18
Properties=species:S:1:pos:R:3 method="wB97M-V/def2-TZVPD" homo_ev=-8.95 gap_ev=10.0 smiles="[H]/N=C(/N)N(C)CC" multiplicity=1
H -2.282 1.541 -0.603
N -1.383 2.004 -0.580
C -0.393 1.334 -0.151
N 0.819 1.950 0.092
N -0.207 -0.166 -0.444
C -1.288 -0.853 -1.102
C 0.171 -0.647 0.844
C 1.563 -1.254 0.856
H 1.636 1.479 -0.264
H 0.770 2.949 -0.044
H -1.688 -0.195 -1.883
H -0.888 -1.769 -1.538
H -2.142 -1.136 -0.471
H -0.574 -1.322 1.284
H 0.154 0.346 1.461
H 1.573 -2.145 0.228
H 1.857 -1.550 1.862
H 2.303 -0.566 0.452

***

Run B
18
Properties=species:S:1:pos:R:3 method="wB97M-V/def2-TZVPD" homo_ev="-6.61 / -5.82" gap_ev="7.4 / 5.7" multiplicity=1
C -0.594 1.772 -0.680
N -0.316 0.356 -0.872
C -0.625 -0.679 0.464
C -1.716 -0.424 1.290
H -0.700 0.037 -1.768
H -0.702 -1.629 -0.071
H -0.156 2.098 0.264
H -0.149 2.356 -1.489
H -1.667 1.973 -0.642
H -2.610 -1.028 1.234
H -1.729 0.438 1.946
N 2.130 -1.063 -0.872
C 0.839 -0.431 0.941
N 1.585 -0.022 -0.255
H 2.562 -0.850 -1.758
H 1.709 -1.986 -0.793
H 0.863 0.397 1.649
H 1.276 -1.313 1.413

***

Which structure wins on stability? run A wins.

***

Run A
18
Properties=species:S:1:pos:R:3 method="wB97M-V/def2-TZVPD" homo_ev=-8.85 gap_ev=9.8 multiplicity=1
H -2.696 2.078 -0.045
N -2.826 1.253 0.531
C -1.929 0.886 1.364
N -0.538 0.589 1.213
C -0.365 -0.672 0.493
C 1.051 -1.035 0.100
C 1.727 0.066 -0.842
N 1.090 0.199 -2.190
H -2.209 0.412 2.265
H 0.050 0.791 2.005
H -1.017 -0.591 -0.448
H -0.850 -1.487 1.148
H 1.669 -1.222 0.946
H 1.148 -1.941 -0.505
H 1.663 1.160 -0.430
H 2.854 -0.143 -0.639
H 0.054 0.351 -2.245
H 1.127 -0.694 -2.722

***

Run B
18
Properties=species:S:1:pos:R:3 method="wB97M-V/def2-TZVPD" homo_ev=-8.69 gap_ev=9.5 smiles="[H]/N=C(/C)N.C=NC" multiplicity=1
H 1.508 -2.740 -2.217
N 2.041 -2.046 -1.695
C 1.345 -1.098 -1.227
C 2.029 -0.010 -0.450
N 0.002 -0.915 -1.394
H 1.909 0.940 -0.967
H 1.588 0.080 0.540
H 3.084 -0.244 -0.362
H -0.491 -0.262 -0.797
H -0.536 -1.670 -1.787
C -1.222 2.063 0.620
N -1.288 0.813 0.632
C -1.803 0.115 1.768
H -1.545 2.705 1.446
H -0.823 2.549 -0.257
H -2.115 0.776 2.586
H -1.031 -0.569 2.123
H -2.650 -0.487 1.439

***

Which structure wins on stability? run B wins.

***

Run A
18
Properties=species:S:1:pos:R:3 method="wB97M-V/def2-TZVPD" homo_ev=-8.96 gap_ev=10.1 smiles="CC(C)(C)/N=N/N" multiplicity=1
C -1.104 -1.168 1.084
C -0.440 -0.077 0.146
C -1.003 1.372 0.497
C -0.592 -0.295 -1.335
N 0.996 -0.094 0.466
N 1.716 0.396 -0.464
N 3.004 0.265 -0.293
H -2.132 -0.946 1.417
H -1.345 -2.146 0.673
H -0.366 -1.269 1.968
H -0.737 1.815 1.405
H -2.126 1.155 0.550
H -0.700 1.955 -0.334
H -0.503 0.633 -1.839
H 0.151 -0.969 -1.829
H -1.612 -0.604 -1.607
H 3.225 -0.308 0.613
H 3.568 0.285 -1.119

***

Run B
18
Properties=species:S:1:pos:R:3 method="wB97M-V/def2-TZVPD" homo_ev=-7.44 gap_ev=8.1 smiles="[H]/N=C(/N)NCCC" multiplicity=1
H 0.746 2.144 1.868
N 0.060 2.427 1.169
C -0.505 1.376 0.576
N -1.769 0.980 0.883
N 0.360 0.552 -0.044
C -0.176 -0.498 -0.895
C 0.704 -1.628 -1.359
C 1.277 -2.504 -0.219
H -2.162 0.058 0.913
H -2.290 1.573 1.515
H 1.248 0.982 -0.298
H -1.012 -1.082 -0.448
H -0.616 0.062 -1.760
H 1.343 -1.358 -2.199
H 0.010 -2.289 -1.867
H 1.882 -3.235 -0.743
H 1.846 -1.800 0.397
H 0.383 -2.938 0.374

***

Run C
18
Properties=species:S:1:pos:R:3 method="wB97M-V/def2-TZVPD" homo_ev=-8.36 gap_ev=9.4 smiles="C=NN(C)C.C=N" multiplicity=1
C -0.273 -1.860 0.799
N -0.533 -1.142 -0.177
N -1.456 -0.142 -0.123
C -2.363 0.042 0.986
C -0.898 1.086 -0.697
H -0.823 -1.827 1.775
H 0.485 -2.586 0.735
H -3.097 -0.683 1.165
H -1.956 0.169 1.989
H -2.838 0.992 0.910
H -0.360 1.871 -0.054
H -0.159 0.883 -1.452
H -1.636 1.577 -1.189
C 3.007 0.666 -0.990
N 3.425 -0.260 -0.341
H 2.990 0.651 -2.055
H 2.831 1.622 -0.374
H 3.654 -1.059 -0.908

***

Run D
18
Properties=species:S:1:pos:R:3 method="wB97M-V/def2-TZVPD" homo_ev=-8.51 gap_ev=9.5 multiplicity=1
H -2.055 0.268 -3.043
N -1.441 1.061 -2.873
C -0.675 1.005 -1.880
N -0.415 -0.192 -1.209
C 0.727 -0.349 -0.299
C 0.562 -1.289 0.873
C 0.486 -0.729 2.369
N 0.488 0.705 2.408
H 0.068 1.688 -1.524
H -0.876 -1.012 -1.597
H 1.080 0.672 -0.083
H 1.635 -0.550 -0.887
H -0.270 -2.027 0.833
H 1.464 -1.963 0.873
H -0.148 -1.263 3.045
H 1.366 -1.139 2.880
H 0.714 1.172 1.480
H 0.013 1.273 3.128

***

Which structure wins on stability? run B wins.

***

Run A
19
Properties=species:S:1:pos:R:3 method="wB97M-V/def2-TZVPD" homo_ev=-7.97 gap_ev=8.9 multiplicity=1
C -2.463 -0.975 0.166
C 2.382 -0.403 0.448
C 1.102 0.825 -1.373
N -1.363 -0.048 0.027
C -1.391 1.364 1.602
C 1.053 -0.058 -0.158
C -0.084 -0.482 0.392
O -1.059 2.367 1.124
H -1.379 0.467 -0.846
H -0.081 -1.131 1.252
H -2.374 -1.832 -0.515
H -2.483 -1.337 1.194
H -3.397 -0.458 -0.039
H 2.069 0.735 -1.862
H 2.975 -1.021 -0.233
H 2.260 -0.942 1.382
H 2.946 0.510 0.643
H 0.955 1.871 -1.103
H 0.332 0.549 -2.098

***

Run B
19
Properties=species:S:1:pos:R:3 method="wB97M-V/def2-TZVPD" homo_ev=-6.81 gap_ev=7.3 multiplicity=1
C 1.356 -1.259 0.345
C 2.854 -0.977 0.430
C 0.620 -0.185 -0.368
N 0.928 0.899 -0.836
H 1.155 -2.206 -0.165
H 0.912 -1.354 1.339
H 3.040 -0.040 0.954
H 3.293 -0.895 -0.564
H 3.354 -1.784 0.967
C -1.937 1.556 -1.105
C -1.936 0.705 -0.020
C -2.303 0.604 1.259
O -0.928 -0.622 -0.369
H -1.173 -0.811 -1.288
H -2.193 1.163 -2.087
H -2.207 2.588 -0.921
H 0.072 1.451 -1.150
H -3.021 1.306 1.657
H -1.887 -0.139 1.922

***

Run C
19
Properties=species:S:1:pos:R:3 method="wB97M-V/def2-TZVPD" homo_ev=-9.60 gap_ev=10.6 smiles="C=CC[C@@H](C)NC=O" multiplicity=1
C 0.479 1.012 2.555
C 0.356 1.159 1.243
C -0.809 0.752 0.390
C -0.519 -0.466 -0.533
C -1.509 -0.562 -1.700
N 0.846 -0.484 -1.013
C 1.879 -1.163 -0.464
O 3.027 -1.046 -0.835
H -0.303 0.588 3.177
H 1.383 1.356 3.027
H 1.184 1.581 0.679
H -1.151 1.625 -0.171
H -1.672 0.476 1.009
H -0.628 -1.330 0.114
H -2.050 -1.499 -1.650
H -2.202 0.273 -1.759
H -0.938 -0.567 -2.625
H 1.093 0.181 -1.733
H 1.533 -1.887 0.290

***

Which structure wins on stability? run C wins.